# CH5O2P

A structure of composition CH5O2P (ωB97M-V with the def2-TZVPD basis set, the OMol25 dataset).

Each line ends with the Löwdin charge.
CARTESIAN COORDINATES (ANGSTROEM)
C  1.497  -1.500  0.016  0.03
O  -1.741  -0.088  -0.486  -0.51
O  0.741  -0.724  0.728  -0.31
P  -0.782  0.381  0.494  0.71
H  0.991  -2.252  -0.521  0.08
H  2.496  -1.546  0.326  0.07
H  -1.140  2.577  -0.861  -0.02
H  -1.476  0.342  1.657  -0.08
H  -0.587  2.810  -1.353  0.03

Summary:
* HOMO-LUMO gap (alpha / beta): 6.3437 / 7.1889 eV
* E: -14497.9037 eV
* multiplicity: 1
* HOMO energy (alpha / beta): -7.79 / -8.12 eV
* maximum force: 4.9 eV Å⁻¹

# C8H17NO4S

A cluster of 2 separate species, C8H17NO4S in total (ωB97M-V with the def2-TZVPD basis set, the OMol25 dataset).

Each line ends with the Löwdin charge.
CARTESIAN COORDINATES (ANGSTROEM)
C  1.375  1.466  1.644  -0.09
C  1.585  0.335  0.616  -0.20
C  1.843  0.631  -0.825  -0.47
O  2.343  -0.039  -1.644  0.14
S  1.298  2.311  -1.306  0.63
O  0.180  2.722  -0.541  -0.28
O  1.200  2.433  -2.704  -0.26
O  2.507  3.327  -0.888  -0.17
H  1.237  0.995  2.604  0.07
H  2.195  2.245  1.723  0.10
H  0.374  1.883  1.319  0.06
H  2.311  -0.405  0.964  0.13
H  0.496  -0.046  0.336  0.11
H  2.716  4.114  -1.407  0.10
C  -0.485  -3.773  -0.567  0.03
C  -0.127  -2.586  -0.094  -0.18
C  -1.009  -1.695  0.721  -0.28
N  -1.244  -0.379  0.200  -0.33
C  -1.476  -0.377  -1.232  -0.07
C  -2.231  0.293  1.096  -0.05
H  0.137  -4.310  -1.224  0.05
H  -1.545  -3.868  -0.522  0.05
H  0.825  -2.082  -0.347  0.10
H  -0.422  -1.545  1.696  0.13
H  -1.988  -2.205  1.138  0.15
H  -2.440  -0.901  -1.398  0.10
H  -1.790  0.639  -1.484  0.09
H  -0.685  -0.737  -1.860  0.09
H  -1.737  1.210  1.232  0.04
H  -3.247  0.485  0.617  0.11
H  -2.195  -0.143  2.138  0.11

Summary:
* HOMO-LUMO gap: 8.8306 eV
* E: -29082.8826 eV
* multiplicity: 1
* SMILES string: CCC(=O)S(=O)(=O)O.C=CCN(C)C
* HOMO energy: -8.71 eV
* maximum force: 3.7 eV Å⁻¹

# C3H4Br2O

A cluster of 2 separate species, C3H4Br2O in total (ωB97M-V with the def2-TZVPD basis set, the OMol25 dataset).

Each line ends with the Löwdin charge.
CARTESIAN COORDINATES (ANGSTROEM)
C  -0.411  -1.300  0.090  0.05
C  0.409  -0.261  0.160  -0.18
C  1.764  -0.396  -0.477  -0.74
O  2.204  -1.021  -1.363  0.05
Br  3.190  0.653  0.520  0.57
H  -1.414  -1.413  0.608  0.10
H  -0.132  -1.991  -0.725  0.08
H  0.167  0.651  0.581  0.06
Br  -3.319  1.986  0.128  0.28
H  -2.459  3.092  0.479  -0.26

Summary:
* HOMO-LUMO gap: 9.9995 eV
* E: -145307.1454 eV
* multiplicity: 1
* SMILES string: C=CC(=O)Br.Br
* HOMO energy: -10.22 eV
* maximum force: 2.0 eV Å⁻¹

# C6H8BrNO

An isolated molecule of C6H8BrNO (ωB97M-V with the def2-TZVPD basis set, the OMol25 dataset).

Each line ends with the Löwdin charge.
CARTESIAN COORDINATES (ANGSTROEM)
O  -1.701  1.925  -0.714  -0.07
C  -1.704  0.617  -0.462  -0.36
C  -0.447  0.228  0.272  -0.71
Br  -0.479  0.965  2.158  0.73
C  -0.325  -1.232  0.519  -0.17
C  0.853  -1.817  0.465  -0.07
C  2.047  -1.046  0.002  -0.17
N  2.044  0.170  -0.273  0.04
C  0.774  0.838  -0.495  -0.21
H  -1.118  2.343  -0.041  0.07
H  -2.543  0.450  0.338  0.14
H  -1.908  0.177  -1.438  0.14
H  -1.146  -1.783  1.026  0.13
H  1.024  -2.939  0.441  0.13
H  2.989  -1.568  0.085  0.10
H  0.614  0.729  -1.585  0.14
H  1.025  1.943  -0.297  0.14

Summary:
* HOMO-LUMO gap: 9.6215 eV
* E: -79929.7918 eV
* multiplicity: 1
* SMILES string: OC[C@@]1(Br)C=CC=NC1
* HOMO energy: -9.61 eV
* maximum force: 4.2 eV Å⁻¹

# C47H117N15O11

A cluster of 11 separate species, C47H117N15O11 in total (ωB97M-V with the def2-TZVPD basis set, the OMol25 dataset).

Each line ends with the Löwdin spin population.
CARTESIAN COORDINATES (ANGSTROEM)
C  2.582  -2.662  -1.567  0.00
C  1.509  -2.751  -2.777  0.00
C  1.179  -1.352  -3.272  0.00
C  2.392  -0.620  -4.017  0.00
C  2.795  -1.478  -5.225  0.00
C  2.998  -3.044  -4.936  0.00
N  2.042  -3.507  -3.919  0.00
O  2.405  -4.697  -3.525  0.00
C  2.809  -3.791  -6.301  0.00
C  4.492  -3.273  -4.570  0.00
C  0.165  -3.384  -2.249  0.00
H  2.624  -3.643  -1.092  0.00
H  2.212  -2.156  -0.675  0.00
H  3.601  -2.360  -1.807  0.00
H  0.397  -1.438  -4.026  0.00
H  0.714  -0.835  -2.433  0.00
H  3.253  -0.500  -3.359  0.00
H  2.087  0.405  -4.224  0.00
H  3.677  -0.978  -5.625  0.00
H  2.043  -1.291  -5.992  0.00
H  2.995  -4.864  -6.255  0.00
H  1.816  -3.586  -6.701  0.00
H  3.382  -3.325  -7.102  0.00
H  4.656  -4.350  -4.526  0.00
H  5.158  -2.937  -5.365  0.00
H  4.702  -2.803  -3.609  0.00
H  -0.628  -3.672  -2.939  0.00
H  -0.428  -2.665  -1.685  0.00
H  0.385  -4.205  -1.566  0.00
H  1.609  -5.184  -3.749  0.00
C  5.245  -3.902  2.430  0.00
C  4.040  -3.483  3.232  0.00
C  2.747  -3.916  2.422  0.00
C  1.413  -3.888  3.151  0.00
C  1.747  -4.844  4.419  0.00
C  2.943  -4.376  5.327  0.00
N  4.121  -4.060  4.540  0.00
O  5.163  -3.667  5.360  0.00
C  2.438  -3.139  6.130  0.00
C  3.250  -5.450  6.388  0.00
C  3.925  -1.914  3.088  0.00
H  5.455  -4.927  2.737  0.00
H  6.102  -3.251  2.607  0.00
H  5.099  -3.939  1.351  0.00
H  2.611  -3.396  1.473  0.00
H  2.839  -4.961  2.128  0.00
H  0.667  -4.332  2.493  0.00
H  1.161  -2.857  3.398  0.00
H  1.823  -5.888  4.115  0.00
H  0.823  -4.822  4.997  0.00
H  2.937  -3.013  7.091  0.00
H  2.576  -2.205  5.584  0.00
H  1.383  -3.142  6.400  0.00
H  2.349  -5.808  6.885  0.00
H  3.508  -6.392  5.905  0.00
H  4.018  -5.065  7.059  0.00
H  4.079  -1.598  2.056  0.00
H  4.743  -1.589  3.731  0.00
H  3.048  -1.365  3.431  0.00
H  4.797  -2.914  5.830  0.00
C  -4.873  -2.177  -5.310  0.00
C  -4.266  -0.920  -4.635  0.05
C  -2.969  -1.425  -3.893  0.02
C  -2.225  -0.164  -3.337  0.00
C  -1.859  0.758  -4.455  0.01
C  -3.058  1.312  -5.346  0.04
N  -3.816  0.043  -5.686  0.66
O  -4.466  -0.015  -6.867  0.10
C  -3.938  2.464  -4.749  0.04
C  -2.401  1.998  -6.540  0.01
C  -5.407  -0.383  -3.700  0.04
H  -4.170  -2.569  -6.045  0.00
H  -5.758  -1.829  -5.843  0.00
H  -5.314  -2.919  -4.644  0.00
H  -3.102  -2.156  -3.096  0.00
H  -2.338  -1.968  -4.597  0.00
H  -1.304  -0.334  -2.779  0.00
H  -2.758  0.393  -2.565  0.00
H  -1.075  0.248  -5.014  0.00
H  -1.272  1.507  -3.923  0.00
H  -3.397  3.361  -4.447  0.00
H  -4.681  2.874  -5.434  0.00
H  -4.567  2.158  -3.914  0.00
H  -1.708  2.747  -6.157  0.00
H  -1.817  1.303  -7.144  0.00
H  -3.165  2.433  -7.185  0.00
H  -5.924  -1.182  -3.167  0.00
H  -6.071  0.271  -4.264  0.00
H  -5.021  0.228  -2.884  0.00
H  -5.238  0.520  -6.667  0.02
C  -4.895  0.282  0.494  0.00
O  -3.988  0.990  0.130  0.00
N  -4.744  -0.914  1.011  0.00
N  -6.195  0.620  0.373  0.00
H  -3.810  -1.286  1.108  0.00
H  -5.636  -1.260  1.335  0.00
H  -6.889  0.008  0.777  0.00
H  -6.414  1.509  -0.053  0.00
C  0.123  3.918  3.840  0.00
O  0.019  2.903  3.195  0.00
N  1.295  4.304  4.160  0.00
N  -0.860  4.760  4.133  0.00
H  1.505  5.250  4.445  0.00
H  2.036  3.787  3.708  0.00
H  -1.716  4.417  3.720  0.00
H  -0.781  5.584  4.712  0.00
C  -0.838  -0.705  0.991  0.00
O  -0.268  -1.608  1.610  0.00
N  -0.453  0.550  1.082  0.00
N  -1.808  -0.869  0.153  0.00
H  -1.135  1.271  0.895  0.00
H  0.206  0.899  1.763  0.00
H  -2.174  -1.806  0.244  0.00
H  -2.397  -0.112  -0.165  0.00
C  -2.883  -4.546  3.762  0.00
O  -3.780  -5.330  3.632  0.00
N  -2.332  -4.145  2.635  0.00
N  -2.304  -4.118  4.779  0.00
H  -1.461  -3.634  2.611  0.00
H  -2.911  -4.233  1.813  0.00
H  -1.797  -3.259  4.624  0.00
H  -2.596  -4.396  5.705  0.00
C  3.837  2.971  1.079  0.00
C  4.042  1.970  2.232  0.00
C  5.485  2.054  2.919  0.00
O  5.748  0.812  3.538  0.00
C  7.197  0.509  3.633  0.00
N  3.053  2.434  3.226  0.00
H  2.865  2.707  0.663  0.00
H  4.555  2.837  0.270  0.00
H  3.706  3.993  1.434  0.00
H  4.069  0.891  2.083  0.00
H  5.617  2.885  3.612  0.00
H  6.226  2.166  2.127  0.00
H  7.735  0.654  2.696  0.00
H  7.508  -0.480  3.970  0.00
H  7.605  1.244  4.327  0.00
H  3.160  1.966  4.115  0.00
H  2.117  2.234  2.906  0.00
C  0.414  5.178  -4.952  0.00
C  0.500  5.671  -3.544  0.00
C  0.235  4.498  -2.530  0.00
O  1.298  3.498  -2.405  0.00
C  1.011  2.311  -1.682  0.00
N  1.687  6.400  -3.270  0.00
H  1.053  4.370  -5.308  0.00
H  0.652  5.968  -5.665  0.00
H  -0.556  4.759  -5.221  0.00
H  -0.388  6.300  -3.476  0.00
H  -0.663  4.064  -2.969  0.00
H  0.027  4.924  -1.549  0.00
H  0.214  1.640  -2.001  0.00
H  0.680  2.751  -0.741  0.00
H  1.966  1.789  -1.625  0.00
H  2.441  5.734  -3.353  0.00
H  1.799  6.942  -4.115  0.00
C  -3.144  -0.913  4.249  0.00
C  -1.705  -0.784  4.738  0.00
C  -1.655  -0.639  6.255  0.00
O  -1.963  0.590  6.909  0.00
C  -1.077  1.671  6.482  0.00
N  -0.944  -1.867  4.259  0.00
H  -3.150  -1.678  3.473  0.00
H  -3.318  0.004  3.687  0.00
H  -3.932  -1.160  4.960  0.00
H  -1.411  0.157  4.274  0.00
H  -0.693  -0.959  6.656  0.00
H  -2.244  -1.334  6.853  0.00
H  -1.181  2.574  7.084  0.00
H  -1.306  2.016  5.473  0.00
H  -0.056  1.340  6.668  0.00
H  -0.667  -1.592  3.327  0.00
H  -0.101  -1.974  4.805  0.00
C  -2.222  4.795  0.748  0.00
C  -3.333  4.527  -0.241  0.00
C  -3.475  5.633  -1.237  0.00
O  -4.592  5.478  -2.152  0.00
C  -4.418  6.134  -3.378  0.00
N  -3.075  3.255  -0.849  0.00
H  -2.312  5.818  1.112  0.00
H  -1.224  4.599  0.358  0.00
H  -2.300  4.102  1.586  0.00
H  -4.324  4.528  0.213  0.00
H  -2.648  5.524  -1.940  0.00
H  -3.331  6.648  -0.865  0.00
H  -4.944  5.559  -4.140  0.00
H  -3.419  5.957  -3.777  0.00
H  -4.646  7.194  -3.489  0.00
H  -3.458  3.323  -1.780  0.00
H  -3.463  2.469  -0.346  0.00

Summary:
* HOMO-LUMO gap (alpha / beta): 6.4741 / 2.5120 eV
* E: -95495.3232 eV
* total charge: +1
* multiplicity: 2
* HOMO energy (alpha / beta): -9.21 / -9.21 eV
* maximum force: 6.8 eV Å⁻¹

# C16H15BrN2S2V

A structure of composition C16H15BrN2S2V (ωB97M-V with the def2-TZVPD basis set, the OMol25 dataset).

Each line ends with the Löwdin spin population.
CARTESIAN COORDINATES (ANGSTROEM)
V  -0.204  0.045  0.584  2.13
Br  7.193  -0.186  0.322  0.00
C  5.360  -0.599  0.276  0.00
C  4.425  0.424  0.278  0.00
C  3.078  0.105  0.246  0.01
C  2.666  -1.222  0.206  0.00
C  3.613  -2.243  0.211  0.00
C  4.958  -1.929  0.245  0.00
N  1.262  -1.441  0.174  0.01
C  0.717  -2.587  0.023  0.01
C  -0.746  -2.694  -0.040  0.01
C  -1.392  -3.902  -0.208  0.00
C  -2.782  -3.903  -0.287  0.02
C  -3.463  -2.706  -0.195  0.00
C  -2.742  -1.531  -0.018  0.02
N  -1.415  -1.528  0.052  0.01
H  4.744  1.456  0.303  0.00
H  2.350  0.912  0.239  0.01
H  3.328  -3.286  0.200  0.00
H  5.700  -2.715  0.251  0.00
H  1.293  -3.502  -0.089  0.00
H  -0.824  -4.820  -0.275  0.00
H  -3.318  -4.834  -0.419  0.00
H  -4.541  -2.664  -0.251  0.00
H  -3.228  -0.569  0.080  0.00
C  0.693  2.023  4.031  0.00
C  -0.048  1.617  2.781  -0.02
S  -0.678  -0.014  2.747  -0.10
C  -0.246  2.480  1.740  -0.03
C  0.284  3.888  1.751  0.00
S  -1.155  2.058  0.298  -0.07
H  0.766  1.188  4.722  0.00
H  0.174  2.837  4.538  0.00
H  1.705  2.363  3.804  0.00
H  0.655  4.179  2.730  0.00
H  -0.505  4.580  1.459  0.00
H  1.095  4.004  1.030  0.00

Summary:
* HOMO-LUMO gap (alpha / beta): 6.5486 / 6.3385 eV
* E: -137211.5923 eV
* total charge: +1
* multiplicity: 3
* HOMO energy (alpha / beta): -11.37 / -11.15 eV
* maximum force: 1.1 eV Å⁻¹

- The lowest E belongs to which entry?
  C3H4Br2O

- Which formula does entry 5 have?
  C47H117N15O11

- Among the records above, which one has the highest multiplicity?
  C16H15BrN2S2V